{
  "formula": "C52H148N12O16",
  "method": "ωB97M-V with the def2-TZVPD basis set",
  "symbols": ["C", "O", "H", "H", "H", "H", "C", "O", "H", "H", "H", "H", "C", "O", "H", "H", "H", "H", "C", "O", "H", "H", "H", "H", "C", "C", "C", "O", "C", "N", "H", "H", "H", "H", "H", "H", "H", "H", "H", "H", "H", "C", "C", "C", "O", "C", "N", "H", "H", "H", "H", "H", "H", "H", "H", "H", "H", "H", "C", "C", "C", "O", "C", "N", "H", "H", "H", "H", "H", "H", "H", "H", "H", "H", "H", "C", "C", "C", "O", "C", "N", "H", "H", "H", "H", "H", "H", "H", "H", "H", "H", "H", "C", "C", "C", "O", "C", "N", "H", "H", "H", "H", "H", "H", "H", "H", "H", "H", "H", "C", "C", "C", "O", "C", "N", "H", "H", "H", "H", "H", "H", "H", "H", "H", "H", "H", "C", "C", "C", "O", "C", "N", "H", "H", "H", "H", "H", "H", "H", "H", "H", "H", "H", "C", "C", "C", "O", "C", "N", "H", "H", "H", "H", "H", "H", "H", "H", "H", "H", "H", "C", "C", "C", "O", "C", "N", "H", "H", "H", "H", "H", "H", "H", "H", "H", "H", "H", "C", "C", "C", "O", "C", "N", "H", "H", "H", "H", "H", "H", "H", "H", "H", "H", "H", "C", "C", "C", "O", "C", "N", "H", "H", "H", "H", "H", "H", "H", "H", "H", "H", "H", "C", "C", "C", "O", "C", "N", "H", "H", "H", "H", "H", "H", "H", "H", "H", "H", "H"],
  "positions_angstrom": [[15.880391, -24.501854, -7.936903], [16.225606, -25.196758, -6.782588], [14.766037, -24.593741, -8.203503], [15.983104, -23.410413, -7.752207], [16.351019, -24.848791, -8.869719], [16.967772, -25.803729, -6.930262], [14.728251, -27.744644, -7.882445], [14.068425, -28.894060, -8.296303], [14.127978, -26.958443, -7.392510], [15.574232, -27.927762, -7.221255], [15.245940, -27.310890, -8.773609], [13.807510, -29.481600, -7.555076], [16.447977, -22.957706, -3.728816], [17.130935, -22.985446, -4.952165], [15.435441, -22.453871, -3.796219], [16.232135, -23.901644, -3.300084], [17.114110, -22.423044, -3.037582], [16.850930, -23.690519, -5.577017], [15.458450, -21.630988, -0.715052], [14.827483, -22.728984, -1.402803], [16.566303, -21.865438, -0.586315], [15.439621, -20.662873, -1.152464], [15.074681, -21.691637, 0.345475], [13.942230, -22.384398, -1.771483], [12.423521, -33.360395, -6.066911], [13.390225, -32.300601, -6.475906], [14.123578, -32.774007, -7.770472], [13.043348, -32.773340, -8.667681], [13.308180, -32.833633, -10.051438], [12.923385, -30.942251, -6.814640], [12.888928, -34.336836, -5.850724], [11.734740, -33.428185, -6.867819], [11.907833, -33.095840, -5.151163], [14.057910, -32.107788, -5.632830], [14.521006, -33.764163, -7.572275], [14.786238, -31.999493, -8.011943], [12.392932, -32.955351, -10.664532], [13.855916, -33.728265, -10.347572], [13.762447, -31.977070, -10.565726], [12.323418, -30.971431, -7.655355], [12.267213, -30.587771, -6.116191], [19.442641, -32.198173, -1.236217], [18.674775, -31.236911, -2.159210], [17.245702, -31.520700, -1.948655], [16.464893, -30.766791, -2.865558], [15.132366, -30.817643, -2.521957], [18.885716, -29.794490, -2.060545], [19.295438, -33.240790, -1.502183], [19.133312, -32.074152, -0.185502], [20.531709, -32.062467, -1.223627], [18.904820, -31.571892, -3.155336], [16.979109, -31.389016, -0.934033], [17.125312, -32.648767, -2.152283], [14.895192, -30.585126, -1.453694], [14.734906, -31.862193, -2.684438], [14.572646, -30.076420, -3.156547], [18.010244, -29.301479, -2.197784], [19.191379, -29.500150, -1.164596], [18.839530, -26.418249, -4.624208], [19.397787, -26.634356, -5.965030], [20.496727, -27.783293, -5.935639], [21.176852, -27.877199, -7.212233], [21.829468, -29.102672, -7.339128], [18.381929, -26.785069, -7.056012], [18.460193, -27.359915, -4.210576], [17.970078, -25.704824, -4.572191], [19.640987, -26.070910, -3.880994], [19.975463, -25.721041, -6.239805], [19.933556, -28.720074, -5.690585], [21.137674, -27.499340, -5.146962], [21.095324, -29.929286, -7.206482], [22.681580, -29.209574, -6.666001], [22.175454, -29.182640, -8.361276], [18.956242, -26.974431, -7.902521], [17.975601, -27.720601, -6.766705], [10.023419, -24.314510, 0.726508], [10.031887, -23.107753, -0.204167], [8.912902, -23.271288, -1.204325], [9.144990, -24.408465, -2.122276], [7.953255, -24.777557, -2.730644], [9.736699, -21.902098, 0.557276], [10.838175, -24.357879, 1.447262], [10.080396, -25.268282, 0.166772], [9.007705, -24.328158, 1.232775], [11.030238, -23.082202, -0.634866], [8.926966, -22.388122, -1.848105], [7.953213, -23.390584, -0.654833], [7.620332, -23.944727, -3.364636], [7.168955, -24.930110, -1.912410], [8.064458, -25.694717, -3.348372], [10.379601, -21.865548, 1.378944], [9.778698, -21.096954, 0.003367], [13.617242, -19.318460, -3.946436], [12.287983, -19.807265, -3.233817], [11.399021, -20.528432, -4.270035], [10.282361, -21.112079, -3.589447], [9.288338, -21.415511, -4.574430], [12.684369, -20.784525, -2.240032], [14.143247, -18.866633, -3.144906], [13.560641, -18.649024, -4.811672], [14.186608, -20.190432, -4.194741], [11.717622, -18.963831, -2.873036], [12.020944, -21.302076, -4.701995], [11.076873, -19.865567, -5.088262], [9.839997, -21.998188, -5.427693], [9.011284, -20.484424, -4.940652], [8.473928, -22.029214, -4.187600], [11.929375, -21.062568, -1.613805], [13.396386, -20.341584, -1.625577], [7.411924, -20.094929, -8.395915], [8.745536, -20.699419, -8.695300], [9.902210, -20.016208, -8.004951], [10.196434, -18.734977, -8.546185], [11.249690, -18.041071, -7.942050], [8.857312, -22.112982, -8.221641], [6.724316, -20.555674, -9.053796], [7.425585, -18.979871, -8.473816], [7.158970, -20.364617, -7.334572], [8.911982, -20.681061, -9.804644], [10.751394, -20.659240, -8.124161], [9.530631, -19.992161, -6.977082], [12.135706, -18.662286, -8.066856], [11.117461, -17.818320, -6.827018], [11.433419, -17.094813, -8.437937], [9.725412, -22.570356, -8.320061], [8.101264, -22.578521, -8.739873], [7.400335, -25.224057, -6.435943], [8.045264, -26.364931, -7.204497], [9.586466, -26.245703, -7.096284], [10.034107, -27.358916, -7.776507], [11.386774, -27.249587, -8.070052], [7.659613, -27.679959, -6.641398], [7.486726, -25.504774, -5.383111], [6.378638, -24.989768, -6.705555], [7.940747, -24.270445, -6.676301], [7.845546, -26.347756, -8.298327], [9.954689, -26.178449, -6.032002], [9.950638, -25.297338, -7.465151], [12.049148, -27.517909, -7.239623], [11.641201, -26.271710, -8.465293], [11.567816, -27.938055, -8.870440], [6.644137, -27.765869, -6.829399], [8.141432, -28.417884, -7.192065], [8.858816, -30.199795, -3.858462], [9.933477, -29.118359, -3.664279], [11.029723, -29.560401, -2.687907], [10.549942, -30.116382, -1.458411], [10.679758, -29.162518, -0.411592], [10.470184, -28.810600, -4.914541], [8.187171, -29.878674, -4.641936], [8.276665, -30.473481, -2.907111], [9.291946, -31.165753, -4.192535], [9.375266, -28.290655, -3.173199], [11.659730, -28.625953, -2.473637], [11.670112, -30.285309, -3.277469], [10.120750, -28.218331, -0.681448], [11.709963, -28.951962, -0.129162], [10.158955, -29.558516, 0.475584], [11.176618, -28.112210, -4.995941], [9.801613, -28.666775, -5.651706], [17.811169, -24.571027, -0.472927], [17.922638, -26.103473, -0.390067], [18.771051, -26.495264, 0.783446], [18.932030, -27.975116, 0.791127], [19.794098, -28.251481, 1.855231], [16.659637, -26.744660, -0.293397], [17.144291, -24.328855, 0.406351], [17.327945, -24.201133, -1.377305], [18.787460, -24.044097, -0.389433], [18.456224, -26.459295, -1.306389], [18.485402, -26.179989, 1.750682], [19.833339, -26.027463, 0.671030], [19.386364, -27.913523, 2.824714], [20.785353, -27.811785, 1.604512], [20.021103, -29.306274, 1.809300], [15.896017, -26.305635, -0.805097], [16.771783, -27.779724, -0.269572], [17.316618, -30.288354, -8.031843], [16.804356, -30.637442, -6.628139], [17.274747, -32.036084, -6.025614], [16.915049, -33.185355, -6.772676], [17.202143, -34.477634, -6.160046], [17.286584, -29.652832, -5.613792], [18.248525, -29.806152, -7.924080], [16.632218, -29.512462, -8.440874], [17.451778, -31.169217, -8.683708], [15.725413, -30.697740, -6.624390], [16.852422, -32.144310, -5.002551], [18.310920, -31.921869, -6.107342], [18.270798, -34.536127, -5.926387], [17.045189, -35.121585, -6.979323], [16.665427, -34.812814, -5.244978], [16.645181, -29.700685, -4.801587], [18.194014, -29.926440, -5.261815], [13.611950, -29.132209, 1.529891], [14.930220, -29.381252, 2.217162], [15.862094, -30.235431, 1.368615], [15.352726, -31.478952, 1.136328], [15.607701, -32.403505, 2.210125], [15.649294, -28.137660, 2.559109], [13.819053, -28.531439, 0.588039], [13.013899, -28.549300, 2.189166], [13.101195, -30.033509, 1.219270], [14.727442, -29.976142, 3.152329], [16.836341, -30.351495, 1.884142], [16.042314, -29.830353, 0.392460], [16.616054, -32.288114, 2.592669], [15.504016, -33.459081, 1.874031], [14.862312, -32.371023, 3.086153], [15.950089, -27.751420, 1.672646], [15.032231, -27.425183, 2.925185], [12.824959, -23.768261, -3.997819], [12.540777, -25.270646, -4.247022], [13.797553, -25.938357, -4.607337], [14.616666, -26.200993, -3.380642], [15.664947, -27.067988, -3.607147], [11.926860, -25.990682, -3.112075], [13.454986, -23.784886, -3.098891], [11.890442, -23.277987, -3.802288], [13.344456, -23.387354, -4.897957], [11.888311, -25.351886, -5.160844], [14.387505, -25.292457, -5.361316], [13.585551, -26.873935, -5.150300], [16.446963, -26.870286, -2.856022], [16.023671, -27.084774, -4.640342], [15.178370, -27.981983, -3.454592], [12.539680, -26.082520, -2.335233], [11.031775, -25.523061, -2.923324]],
  "forces_ev_per_angstrom": [[-2.04, 0.88, -0.89], [-0.80, 0.42, 0.56], [1.14, -0.23, 0.68], [0.43, -0.51, -0.47], [0.46, 0.25, 0.48], [0.83, -0.32, -0.35], [1.28, 0.88, -0.51], [-0.36, -0.27, -0.15], [-0.11, -0.30, -0.32], [0.00, -0.33, 0.49], [-0.71, -0.05, 0.43], [0.11, 0.03, -0.04], [-0.80, 1.38, -0.35], [0.38, -0.34, -1.04], [1.17, -0.20, 0.02], [-0.09, -1.31, 0.27], [-0.44, 0.07, -0.07], [-0.18, 0.24, 0.80], [1.13, -2.78, 2.17], [-1.28, 1.63, -0.54], [-1.29, 0.06, -0.43], [-0.56, 0.81, -0.60], [0.24, 0.85, -0.92], [1.80, -0.53, 0.55], [-0.32, -0.07, 0.93], [1.73, 0.65, -0.33], [-1.94, 0.06, 1.85], [-0.60, -0.17, -1.75], [-0.42, -0.64, -1.30], [-1.65, 0.05, 0.01], [0.09, 0.40, -0.40], [-1.03, -0.59, -0.60], [-0.31, 0.21, 0.16], [0.59, -0.35, -0.19], [0.47, -0.07, -0.52], [1.57, 0.60, -0.67], [-0.20, 0.09, 1.02], [0.52, -0.11, 0.34], [0.43, 0.29, 0.92], [0.55, -0.27, 0.35], [0.22, -0.02, 0.27], [0.70, 0.89, 0.85], [0.41, -0.16, 0.21], [-0.49, -2.67, -1.78], [0.94, 0.12, 0.86], [-2.45, -0.29, -0.08], [0.45, -0.10, -0.45], [-0.31, -0.02, -0.21], [-0.08, -0.03, -0.23], [-0.20, 0.28, -0.27], [0.25, 0.11, -0.80], [-0.64, 0.57, 1.17], [-0.32, 1.29, 0.15], [0.48, 0.00, -0.59], [0.10, 0.90, -0.02], [0.43, -0.86, 0.49], [-0.05, -0.17, -0.29], [0.55, 0.17, 1.05], [-0.63, 0.44, 2.56], [2.31, 0.95, -2.27], [-2.51, 0.52, -1.50], [-0.98, 0.57, 1.41], [-0.51, -0.83, -0.39], [0.90, -2.29, 1.04], [-0.01, -0.03, 0.00], [1.06, -0.45, -0.30], [-1.06, -0.33, -1.12], [-0.29, -0.40, 0.10], [0.75, 0.38, -0.23], [1.18, -0.08, 0.91], [0.52, 0.21, 0.21], [-0.04, -0.06, 0.19], [0.24, 0.09, -0.23], [-0.73, 0.12, 0.59], [0.00, 0.97, -0.87], [-1.46, -0.82, 0.19], [0.10, -1.01, 0.74], [0.52, -0.66, -1.47], [0.64, 0.78, 1.62], [-1.41, -0.11, 0.55], [0.50, -1.59, 2.03], [-0.06, 0.35, 0.18], [0.03, 0.58, 0.00], [1.25, 0.00, -0.17], [0.07, 0.09, -0.76], [-0.51, 0.19, 0.09], [0.50, 0.05, -0.42], [-0.32, -0.24, -0.16], [0.65, -0.11, -1.20], [0.15, 0.56, 0.58], [-0.82, 0.37, -1.10], [0.30, 1.45, -0.74], [-1.57, -0.56, 0.74], [0.18, -0.32, -2.62], [0.31, 0.29, 1.06], [0.02, -0.02, -0.30], [2.57, -2.38, -0.61], [0.92, 0.46, 1.45], [0.89, 0.93, 0.54], [-0.41, -0.12, 0.34], [0.29, -0.63, -0.42], [-0.07, 0.42, 0.50], [0.03, -0.45, -0.31], [-0.04, 0.11, 0.35], [-1.31, 0.80, 1.24], [-1.28, 1.51, -1.02], [0.18, 0.26, 0.17], [-0.11, 0.15, -0.38], [-0.70, -0.38, -0.47], [0.44, 0.50, 1.93], [2.09, -0.63, -1.41], [-0.66, 0.87, -0.18], [-1.20, 0.05, 0.00], [0.41, -0.45, 1.37], [-3.23, 1.15, -0.12], [-1.22, -0.10, -0.59], [-0.04, -0.98, -0.23], [-0.01, 0.28, -0.86], [-0.03, 0.24, 0.67], [0.87, -0.34, 0.29], [0.73, 0.39, 0.36], [0.49, 0.10, 0.28], [-0.11, -0.41, -1.26], [-0.31, 0.05, -0.26], [1.01, -0.27, -0.64], [0.80, -0.47, 0.54], [0.74, 0.59, -0.45], [0.91, 0.07, -0.05], [-1.65, 0.11, 1.63], [0.48, 0.13, -0.04], [0.75, -0.66, -0.52], [-0.57, 0.02, -0.77], [-0.16, 0.47, -0.09], [-0.43, -0.42, 0.04], [-0.21, -0.73, 0.53], [-0.08, 0.29, 0.46], [-0.53, -0.66, -0.46], [0.03, 0.37, -1.00], [-0.18, 0.15, 0.12], [0.07, 0.46, 0.14], [0.39, -0.55, -0.33], [0.83, -0.29, 0.28], [-0.60, 0.69, 0.43], [-0.08, -1.35, 1.20], [-1.81, -0.53, 2.20], [1.24, 0.72, -0.60], [0.57, 0.62, -0.45], [-1.59, 0.41, 0.14], [0.93, -0.46, -1.93], [-0.43, 0.15, -0.07], [0.83, 0.78, -1.33], [0.07, 0.51, 0.05], [0.32, 0.12, -0.15], [-0.57, -1.29, -0.29], [-0.55, 0.37, 0.95], [0.76, -0.66, 0.21], [0.05, 0.07, -0.32], [0.24, -0.07, -0.32], [0.39, 0.61, 0.57], [-0.30, 0.05, 0.07], [-0.60, -0.04, 1.33], [1.22, 0.56, -1.19], [3.00, -1.18, -1.48], [-0.65, 2.27, 0.00], [1.11, -0.25, -0.50], [-0.88, -0.86, 0.84], [0.71, 0.33, -0.84], [-0.11, -0.29, 0.01], [-0.57, -0.53, 0.11], [0.06, 0.20, 0.42], [-1.13, 0.34, 1.04], [-1.49, -0.82, -0.11], [0.32, -0.25, -0.30], [-0.40, 0.29, 0.66], [-0.39, -0.54, 0.49], [0.32, -0.72, -0.04], [-0.63, 1.37, -0.54], [-1.27, -0.25, 0.33], [0.53, -1.55, 1.10], [-1.85, 0.34, -0.64], [-0.55, -0.73, 0.54], [0.86, 1.64, 0.04], [-1.55, 0.16, -0.27], [1.42, 0.46, 0.07], [0.37, -0.82, -0.15], [-0.40, 0.44, 0.19], [-0.38, 0.56, 0.04], [0.62, 0.38, -0.37], [2.15, -0.20, 0.75], [0.05, 0.10, 0.10], [-0.42, -1.16, -0.64], [-0.25, 0.78, -0.60], [0.75, 0.09, -0.59], [0.17, -0.17, 0.08], [0.96, 0.54, -1.65], [0.28, -0.20, 0.99], [0.90, 0.68, 1.32], [-0.66, -2.95, 0.55], [-1.48, -0.82, 0.47], [-0.03, -0.58, -0.24], [-0.32, -0.49, 0.96], [-0.84, 0.48, 0.36], [-0.13, -0.30, 0.13], [0.27, 0.62, -0.63], [-0.16, 0.47, -0.18], [0.09, 0.80, -0.60], [0.22, 0.21, 0.12], [0.10, 0.84, -0.37], [0.97, 0.56, -1.20], [0.32, 0.35, -0.10], [-0.27, -0.12, 0.23], [0.18, -1.60, 0.00], [-0.75, 0.57, 0.27], [2.68, -0.36, -0.57], [-2.07, 2.59, -1.66], [0.43, 0.08, -0.27], [-1.53, 0.61, -2.05], [0.03, 0.54, -0.41], [-0.34, 0.56, 0.12], [-0.21, 0.22, 0.65], [0.28, -0.06, 0.85], [-0.56, -1.01, 1.30], [0.23, -0.21, 0.50], [-0.12, -0.24, -0.55], [0.30, 0.42, 0.12], [0.20, -2.35, 0.38], [0.38, 0.31, 0.63], [0.62, -0.39, 0.65]],
  "total_charge": 0,
  "spin_multiplicity": 1,
  "relative_energy_kcal_mol": 47.14,
  "e_homo_ev": -8.43,
  "gap_ev": 8.920
}